# 1
C31H56Cl2N3O4PtSSi2 as an isolated structure. Source: OMol25; level of theory: ωB97M-V with the def2-TZVPD basis set.

```
100
Properties=species:S:1:pos:R:3:lowdin_charge:R:1
Pt -0.46385 -0.53738 0.12060 0.828
Cl -1.83756 -0.85279 -2.23561 0.712
C -1.94398 -2.56419 -2.46099 -0.670
C -2.91709 -3.05114 -3.31313 -0.128
C -3.06877 -4.41590 -3.48276 -0.101
C -2.23794 -5.28339 -2.79135 -0.130
C -1.27254 -4.77994 -1.94017 -0.691
Cl -0.28395 -5.90903 -1.07414 0.646
C -1.07650 -3.39937 -1.73894 -0.730
S 0.17038 -2.83594 -0.67347 0.582
H -3.55606 -2.35378 -3.83900 0.100
H -3.83826 -4.80042 -4.13821 0.097
H -2.33389 -6.35477 -2.90293 0.096
C 2.33168 2.91434 -2.44914 -0.049
C 1.03910 2.12578 -2.70486 -0.628
C 0.00946 2.49081 -1.63703 -0.054
C 0.49277 2.46209 -4.09500 -0.058
N 1.30628 0.67814 -2.72139 -0.060
N 1.27443 0.02048 -1.45922 -0.087
H 2.12177 3.98242 -2.36095 0.082
H 3.04323 2.76950 -3.26656 0.076
H 2.79743 2.58292 -1.51794 0.079
H -0.47573 3.43181 -1.89858 0.090
H 0.48511 2.60517 -0.66321 0.064
H -0.75608 1.72050 -1.55331 0.038
H 0.33201 3.53741 -4.19975 0.079
H -0.45174 1.93956 -4.24820 0.078
H 1.19135 2.13501 -4.86863 0.075
H 2.20737 0.52309 -3.16029 0.112
H 1.92031 0.38316 -0.75131 0.064
H 1.52917 -0.94747 -1.62655 0.018
C 0.48086 -2.63847 3.55769 -0.030
C 2.00158 -2.75707 3.48859 -0.640
C 2.50885 -3.35736 4.80102 -0.036
C 2.44093 -3.63413 2.31536 -0.025
O 2.60609 -1.47381 3.38604 -0.121
Si 2.65635 -0.30754 2.19953 0.025
O 1.43238 -0.02456 1.25246 -0.373
O 3.13682 1.00886 3.08479 -0.110
C 2.70993 1.45481 4.36999 -0.631
C 3.54815 0.77275 5.45908 -0.031
C 1.22503 1.17541 4.61348 -0.014
C 2.95910 2.96306 4.39110 -0.032
O 3.93078 -0.58279 1.16346 -0.107
C 5.33551 -0.55027 1.36865 -0.649
C 5.83825 0.89872 1.37068 -0.028
C 5.73664 -1.23798 2.67700 -0.027
C 5.95458 -1.30037 0.18832 -0.039
H 0.01183 -3.62370 3.54881 0.091
H 0.11949 -2.06421 2.71445 0.054
H 0.18590 -2.11107 4.46877 0.080
H 2.19560 -4.39931 4.89135 0.083
H 2.11038 -2.79891 5.65035 0.080
H 3.59929 -3.30808 4.83279 0.081
H 1.93383 -4.59905 2.33137 0.087
H 3.52044 -3.79737 2.34713 0.078
H 2.20169 -3.12536 1.38205 0.047
H 3.45227 -0.30513 5.34546 0.067
H 3.19751 1.06930 6.44994 0.082
H 4.60166 1.04667 5.35840 0.081
H 1.05834 0.10109 4.69648 0.072
H 0.63587 1.54191 3.77372 0.067
H 0.88796 1.66456 5.52875 0.090
H 4.01473 3.16522 4.19863 0.079
H 2.68362 3.38498 5.35949 0.081
H 2.36243 3.43647 3.60968 0.077
H 5.28854 1.45892 2.12303 0.069
H 5.65023 1.35631 0.39671 0.081
H 6.90903 0.93893 1.58181 0.081
H 5.28432 -0.71492 3.51960 0.070
H 6.82229 -1.24303 2.78960 0.083
H 5.37118 -2.26532 2.68164 0.076
H 5.70085 -0.79570 -0.74564 0.079
H 5.56236 -2.31811 0.14873 0.083
H 7.04143 -1.33778 0.28777 0.079
C -3.43019 -2.52488 0.61637 -0.179
Si -3.47429 -1.00038 1.72186 0.382
C -5.09365 -0.08170 1.32097 -0.176
C -3.63278 -1.70152 3.48675 -0.172
N -2.11585 0.01666 1.43397 -0.216
C -1.91937 1.19343 2.12874 -0.376
C -2.74422 1.59446 3.20210 -0.065
C -2.58396 2.81901 3.82849 -0.111
C -1.58466 3.69783 3.43718 -0.134
C -0.73317 3.31220 2.40865 -0.119
C -0.89823 2.09998 1.76873 -0.091
H -4.05053 -3.31625 1.04499 0.029
H -2.41500 -2.91579 0.53536 -0.008
H -3.80147 -2.31602 -0.38717 0.017
H -5.94943 -0.76224 1.33736 0.020
H -5.03739 0.36268 0.32445 0.023
H -5.29239 0.72475 2.02940 0.012
H -4.30504 -2.56273 3.49266 0.020
H -4.02104 -0.97378 4.20255 0.011
H -2.65851 -2.03643 3.85179 0.018
H -3.51944 0.92325 3.54875 0.060
H -3.24762 3.09021 4.64231 0.093
H -1.46750 4.65580 3.92814 0.085
H 0.07474 3.96980 2.10575 0.099
H -0.20562 1.80368 0.99155 0.036
```

Results
2S+1: 3
LUMO (spin up / spin down): 2.405 / 2.075 eV
Gap between HOMO and LUMO (spin up / spin down): 6.78 / 6.51 eV
Total charge: -1

---

# 2
A 4-piece molecular cluster, C31H56FNO15S3 overall at a distorted geometry. Source: OMol25; level of theory: ωB97M-V with the def2-TZVPD basis set.

```
107
Properties=species:S:1:pos:R:3:lowdin_charge:R:1
C 1.37810 -0.79045 1.62792 -0.121
O 0.00133 -1.11619 1.33539 -0.243
C -0.12497 -2.39349 0.66027 -0.200
C 0.35114 -2.40263 -0.88198 -0.164
C 0.14311 -1.01362 -1.66423 -0.181
C -0.74652 -1.14261 -3.02324 -0.190
C -1.86892 0.00288 -3.17875 -0.193
C -1.55762 1.11562 -4.29842 -0.194
C -0.01802 1.56015 -4.39720 -0.190
C 0.58274 2.17658 -3.01669 -0.177
C 0.82460 3.75614 -3.03398 -0.101
C 0.08437 4.62324 -1.91019 -0.208
O -0.78502 5.50641 -2.71466 0.012
C -1.96041 4.65491 -2.85866 -0.340
O -2.83509 4.87025 -3.74285 0.114
O -1.99039 3.59369 -1.85933 0.050
C -0.97339 3.98432 -0.90684 -0.232
C -1.36295 5.27646 0.03428 -0.076
O -2.18124 4.88888 1.18473 -0.134
C -3.59415 4.97814 0.82128 -0.206
O -4.34960 4.09096 1.67182 -0.128
C -4.90791 2.97939 0.90082 -0.163
C -5.89341 2.05459 1.80542 -0.202
O -6.36744 0.90182 1.02984 -0.113
C -0.48957 2.93814 0.21444 -0.244
O -1.23796 2.11671 0.80495 0.132
N 0.96360 2.89663 0.54756 0.172
C 1.24555 3.45352 1.86594 -0.322
O 0.45853 4.21806 2.47207 0.090
F 2.50913 3.09404 2.44462 0.044
H 1.96161 -0.42727 0.68944 0.096
H 1.92998 -1.62964 2.18950 0.103
H 1.36016 0.12668 2.33974 0.093
H 0.53973 -3.14630 1.25325 0.092
H -1.20841 -2.78565 0.75765 0.140
H -0.24615 -3.24809 -1.40709 0.110
H 1.45086 -2.76301 -0.90990 0.077
H -0.23731 -0.14775 -1.01343 0.087
H 1.19952 -0.68678 -2.02756 0.102
H -0.04360 -1.25010 -3.91803 0.098
H -1.31108 -2.15113 -2.92545 0.101
H -1.89466 0.56775 -2.16181 0.095
H -2.91963 -0.47088 -3.27491 0.117
H -2.16469 2.06173 -4.03098 0.100
H -1.88305 0.66514 -5.31840 0.120
H 0.64874 0.67813 -4.71163 0.098
H 0.10444 2.36357 -5.22098 0.111
H -0.06208 1.76765 -2.16838 0.077
H 1.62472 1.67741 -2.89388 0.113
H 0.49117 4.15048 -4.07344 0.131
H 1.95511 4.01222 -2.97596 0.128
H 0.92607 5.12156 -1.31939 0.162
H -1.96361 6.06946 -0.52874 0.154
H -0.36417 5.64820 0.45965 0.147
H -3.91631 6.07093 1.01058 0.154
H -3.79680 4.74761 -0.28258 0.137
H -5.53538 3.36428 0.01411 0.140
H -4.06192 2.27388 0.55498 0.133
H -5.39850 1.68980 2.77194 0.129
H -6.80182 2.69269 2.10605 0.127
H -5.80447 0.11870 1.22234 0.094
H 1.23704 1.88870 0.48643 0.135
O 0.48465 -5.79196 1.13793 -0.303
S 1.90180 -5.64155 0.90557 0.672
O 2.46998 -4.43312 0.34758 -0.344
C 2.76767 -6.04204 2.41313 -0.228
C 2.99878 -7.54460 2.32684 -0.221
C 3.43327 -7.81612 0.88562 -0.212
C 2.47803 -7.05260 -0.03334 -0.215
H 2.16911 -5.74836 3.27536 0.113
H 3.71481 -5.49741 2.40881 0.110
H 3.75031 -7.87655 3.04624 0.118
H 2.06736 -8.07982 2.53872 0.123
H 4.45571 -7.45220 0.73870 0.119
H 3.42998 -8.88433 0.65706 0.118
H 2.98057 -6.70589 -0.93650 0.085
H 1.60995 -7.65800 -0.30005 0.117
O 0.22803 3.46232 8.54811 -0.327
S -0.72716 3.15376 7.50811 0.666
O -1.53331 1.95364 7.53280 -0.331
C -1.79832 4.56335 7.28758 -0.238
C -1.08068 5.42322 6.25562 -0.221
C -0.56352 4.45190 5.19278 -0.231
C 0.09440 3.28037 5.92370 -0.222
H -1.94740 5.07030 8.24087 0.107
H -2.75321 4.19962 6.90122 0.109
H -1.74667 6.17557 5.82751 0.116
H -0.23742 5.94338 6.72232 0.120
H -1.40383 4.08700 4.59301 0.123
H 0.13795 4.93447 4.51250 0.090
H -0.02865 2.34459 5.37683 0.104
H 1.15424 3.46753 6.10677 0.107
O 1.14154 -6.45602 -3.47227 -0.317
S 1.31498 -5.05560 -3.78694 0.676
O 0.22512 -4.10899 -3.71904 -0.324
C 2.68367 -4.42816 -2.83435 -0.237
C 3.90274 -4.68836 -3.70936 -0.215
C 3.48387 -4.30459 -5.12944 -0.218
C 2.10980 -4.92501 -5.38513 -0.222
H 2.73015 -4.93469 -1.87237 0.057
H 2.52581 -3.35739 -2.68847 0.103
H 4.76821 -4.11357 -3.37264 0.119
H 4.16796 -5.75062 -3.67676 0.120
H 3.41617 -3.21436 -5.20722 0.118
H 4.21249 -4.64104 -5.87080 0.115
H 1.50201 -4.30072 -6.04128 0.105
H 2.19598 -5.92985 -5.80279 0.106
```

Results
Structure (SMILES): COCCCCCCCCC[C@H]1OC(=O)O[C@@]1(COCOCCO)C(=O)NC(=O)F.O=S1(=O)CCCC1.O=S1(=O)CCCC1.O=S1(=O)CCCC1
2S+1: 1
LUMO: -0.303 eV
Gap between HOMO and LUMO: 9.28 eV

---

no.,E (eV)
1,-100606.6670
2,-100473.0319